(1)
A cluster of 2 separate species, C4H13N3 in total in a non-equilibrium geometry. Source: the Open Molecules 2025 dataset; level of theory: ωB97M-V/def2-TZVPD.

Element x y z (Å)
C (0.05302, -1.05295, 1.70090)
C (0.76256, -0.52361, 0.46601)
C (0.12932, 1.21701, 0.09640)
N (0.73626, 2.12241, 0.98435)
N (0.18648, 1.61904, -1.23197)
H (-0.06350, -0.27570, 2.46336)
H (0.59620, -1.87179, 2.18138)
H (-0.95604, -1.39130, 1.45959)
H (1.79015, -0.23265, 0.70323)
H (0.94470, -1.31966, -0.25936)
H (-0.90343, 1.02990, 0.38843)
H (1.67181, 2.39344, 0.71196)
H (0.73278, 1.79630, 1.94259)
H (-0.46344, 1.04646, -1.80899)
H (1.12519, 1.70405, -1.60143)
C (-0.95063, -1.49933, -1.65378)
N (-1.61692, -0.45590, -1.95847)
H (-1.25159, -2.26302, -0.93360)
H (-0.00824, -1.65886, -2.16716)
H (-2.51468, -0.38384, -1.48342)

Properties
Total charge: 0
E_LUMO in eV: 1.010
E in eV: -8826.992
Energy relative to the best compared isomer or geometry (same formula, charge and spin) in kJ/mol: 233.5



(2)
A cluster of 2 separate species, C5H14 in total in a non-equilibrium geometry. Source: the Open Molecules 2025 dataset; level of theory: ωB97M-V/def2-TZVPD.

Element x y z (Å)
C (-0.90445, -1.77438, -2.20941)
C (-1.87028, -0.65832, -1.74675)
C (-1.31718, 0.33021, -0.67910)
H (-0.46471, -1.70910, -3.17877)
H (-1.43676, -2.75018, -2.18238)
H (-0.06334, -1.89311, -1.56223)
H (-2.09846, -0.06218, -2.67071)
H (-2.86847, -1.05217, -1.45282)
H (-1.58600, 1.32105, -1.07246)
H (-1.74889, 0.29157, 0.37971)
H (-0.21918, 0.55395, -0.59800)
C (2.59987, 1.46637, 2.09167)
C (1.35390, 0.50497, 2.38646)
H (2.05538, 2.41029, 2.35295)
H (3.44676, 1.08136, 2.71791)
H (2.76053, 1.57367, 1.03279)
H (1.22682, 0.54526, 3.42983)
H (0.50545, 0.96007, 1.84754)
H (1.31971, -0.48357, 1.89940)

Properties
Total charge: 0
E_LUMO in eV: 1.059
E in eV: -5410.754
Energy relative to the best compared isomer or geometry (same formula, charge and spin) in kJ/mol: 125.0



(3)
The molecule C17H17ClO3 in a non-equilibrium geometry. Source: the Open Molecules 2025 dataset; level of theory: ωB97M-V/def2-TZVPD.

Element x y z (Å)
C (-0.24929, 1.17738, -2.39042)
C (-0.00985, 0.79104, -0.92657)
C (-0.42035, -0.60127, -0.58322)
C (-0.27181, -0.76825, 0.94201)
C (-1.33367, -0.46426, 1.78759)
C (-1.22332, -0.62860, 3.16905)
C (-0.01105, -1.09101, 3.70279)
Cl (0.17943, -1.19601, 5.40067)
C (1.04759, -1.45494, 2.85728)
C (0.90575, -1.29660, 1.47118)
C (-1.84442, -0.83892, -1.06249)
C (-1.89442, -1.65355, -2.14198)
C (-0.53836, -2.13732, -2.55393)
C (0.37271, -1.67315, -1.39405)
C (1.53654, 0.94091, -0.65615)
O (2.36872, 0.38786, -1.36314)
C (1.99225, 1.85186, 0.44816)
C (1.07026, 3.01717, 0.65164)
O (-0.33055, 2.62117, 0.75373)
C (-0.90034, 1.73891, -0.08456)
O (-2.11773, 1.71740, -0.15665)
H (-1.28518, 1.50832, -2.52098)
H (0.41603, 2.00669, -2.66469)
H (-0.05638, 0.31545, -3.03612)
H (-2.27633, -0.10190, 1.38544)
H (-2.06149, -0.39267, 3.82048)
H (1.96856, -1.85858, 3.27326)
H (1.71319, -1.60975, 0.80702)
H (-2.68612, -0.35579, -0.57636)
H (-2.79479, -1.93375, -2.68228)
H (-0.19778, -1.71025, -3.51035)
H (-0.47699, -3.22803, -2.64859)
H (1.33595, -1.30142, -1.74873)
H (0.54970, -2.52525, -0.72513)
H (2.11041, 1.27550, 1.38033)
H (2.98199, 2.22310, 0.15337)
H (1.26024, 3.51918, 1.60535)
H (1.17090, 3.72932, -0.18298)

Properties
Total charge: 0
E_LUMO in eV: 0.484
E in eV: -36569.293



(4)
A cluster of 11 separate species, C4H28NO13 in total in a non-equilibrium geometry. Source: the Open Molecules 2025 dataset; level of theory: ωB97M-V/def2-TZVPD.

Element x y z (Å)
C (1.97560, 0.45113, 0.40695)
C (0.93573, 0.31308, -0.68413)
C (0.40726, 1.70121, -1.04820)
O (-0.16348, 2.42183, 0.03993)
N (1.46123, -0.39699, -1.79877)
C (0.62369, -1.10829, -2.84218)
O (-0.47651, -1.47469, -2.33125)
O (1.09365, -1.27414, -3.93081)
H (2.92470, 0.73071, -0.03817)
H (1.78874, 0.96085, 1.34915)
H (2.04576, -0.54745, 0.88925)
H (0.03234, -0.22478, -0.41853)
H (-0.36188, 1.63201, -1.82714)
H (1.07142, 2.49303, -1.42144)
H (-0.64807, 1.86715, 0.69684)
H (2.36492, -0.13258, -2.20409)
H (-0.50477, -2.33198, 3.60908)
H (0.01253, -1.71660, 2.42984)
O (0.28632, -1.82672, 3.35974)
H (3.25452, 2.11529, 2.22283)
H (4.47518, 1.51561, 1.48478)
O (4.20744, 1.94323, 2.29383)
H (-1.66073, 0.35766, 2.20598)
H (-1.53932, -0.42763, 1.00010)
O (-0.97253, 0.13920, 1.56530)
H (-1.66388, -0.21132, -2.42842)
H (-2.40168, 0.87786, -3.29200)
O (-2.46269, 0.35365, -2.49526)
H (-1.07951, 4.74080, 0.69608)
H (-1.35400, 3.77572, -0.33393)
O (-1.69441, 4.64445, -0.04102)
H (-0.75420, -4.38049, -1.75815)
H (-0.64346, -3.41897, -0.66741)
O (-0.56322, -4.38313, -0.82427)
H (-2.65444, -2.00079, -0.55801)
H (-1.16450, -1.66008, -0.93262)
O (-1.79316, -1.87829, -0.19687)
H (0.19274, 1.47616, 3.31856)
H (0.08460, 2.62628, 2.24583)
O (0.12438, 2.42613, 3.17145)
H (-3.40510, 0.61491, -0.31507)
H (-4.40310, -0.15648, 0.45106)
O (-3.88353, 0.65919, 0.53052)
H (1.87556, -3.84860, -1.24614)
H (2.43096, -3.80343, 0.29613)
O (2.57890, -3.63374, -0.62936)

Properties
Total charge: 0
E_LUMO (alpha / beta) in eV: -0.173 / -4.894
E in eV: -32707.742
Spin multiplicity: 2
Energy relative to the best compared isomer or geometry (same formula, charge and spin) in kJ/mol: 21.4
Expectation value of S²: 0.757



(5)
A structure of composition C33H77N11O11 in a non-equilibrium geometry. Source: the Open Molecules 2025 dataset; level of theory: ωB97M-V/def2-TZVPD.

Element x y z (Å)
C (-13.34794, 11.81906, -0.69949)
C (-11.91704, 11.41899, -0.30543)
O (-11.32074, 12.07236, 0.53090)
N (-11.44053, 10.23462, -0.64425)
C (-10.22725, 9.62939, -0.24009)
H (-13.48832, 12.87234, -0.45657)
H (-14.14584, 11.24939, -0.22312)
H (-13.62109, 11.90957, -1.75082)
H (-12.16782, 9.68874, -1.08376)
H (-10.51789, 9.16988, 0.70462)
H (-9.48742, 10.40254, -0.03273)
H (-9.85211, 8.90280, -0.96079)
C (-4.97874, 3.58929, -0.01608)
C (-4.82803, 5.04851, -0.63311)
O (-4.86164, 6.09939, 0.11486)
N (-4.58586, 5.17616, -1.93371)
C (-4.38127, 6.33977, -2.64548)
H (-4.20883, 3.52181, 0.75256)
H (-4.88632, 2.74424, -0.69833)
H (-5.89186, 3.49783, 0.57210)
H (-4.25705, 4.34265, -2.39981)
H (-4.07911, 6.09226, -3.66311)
H (-3.58138, 6.92150, -2.18738)
H (-5.29847, 6.91299, -2.78069)
C (-6.14812, 14.12049, -5.88034)
C (-6.11484, 13.47179, -4.52222)
O (-6.14222, 14.22068, -3.56846)
N (-5.92400, 12.20592, -4.50008)
C (-5.77752, 11.59873, -3.19653)
H (-5.14471, 14.11430, -6.30606)
H (-6.52122, 15.13557, -6.01636)
H (-6.68237, 13.46685, -6.56988)
H (-6.22848, 11.62595, -5.26885)
H (-6.36084, 11.99571, -2.36573)
H (-4.73115, 11.63726, -2.89365)
H (-6.00365, 10.55638, -3.42122)
C (-7.36068, 6.22264, 1.12393)
C (-8.35805, 6.82200, 0.13032)
O (-8.07663, 7.80359, -0.47199)
N (-9.51201, 6.05010, -0.00739)
C (-10.60940, 6.49867, -0.92485)
H (-7.67895, 6.08811, 2.15771)
H (-6.64537, 7.04168, 1.19889)
H (-6.92163, 5.29274, 0.76248)
H (-9.66457, 5.18552, 0.49194)
H (-10.62917, 7.54475, -1.23052)
H (-11.59185, 6.41162, -0.46082)
H (-10.56691, 5.85810, -1.80573)
C (-4.18939, 7.74055, -4.03583)
C (-3.11631, 8.78424, -3.85586)
O (-3.34940, 9.95890, -4.20735)
N (-1.95839, 8.33479, -3.38049)
C (-0.72125, 9.12316, -3.08044)
H (-4.30785, 7.61165, -5.11168)
H (-5.04401, 8.08196, -3.45174)
H (-3.87835, 6.77246, -3.64320)
H (-1.70550, 7.39158, -3.12258)
H (-0.39818, 8.98306, -2.04889)
H (-0.77796, 10.20291, -3.21836)
H (0.09946, 8.71244, -3.66852)
C (-2.39128, 7.91668, -0.58861)
C (-3.19302, 8.55363, 0.58625)
O (-2.65436, 9.16855, 1.43530)
N (-4.52606, 8.54604, 0.40231)
C (-5.51746, 9.04391, 1.28891)
H (-2.93287, 8.04328, -1.52604)
H (-2.23168, 6.84267, -0.49306)
H (-1.44987, 8.44276, -0.74698)
H (-4.85124, 7.92136, -0.32167)
H (-6.22614, 8.22176, 1.18927)
H (-5.95149, 9.98542, 0.95235)
H (-5.09637, 9.21402, 2.27980)
C (-6.59017, 15.17123, 1.75942)
C (-7.03705, 13.77876, 1.34492)
O (-6.35374, 12.77168, 1.55520)
N (-8.26273, 13.66881, 0.78350)
C (-8.96884, 12.45371, 0.44392)
H (-7.51348, 15.69792, 1.51813)
H (-5.96225, 15.59062, 0.97333)
H (-6.21748, 15.27634, 2.77832)
H (-8.82594, 14.50322, 0.70184)
H (-8.98415, 11.80456, 1.31940)
H (-8.32039, 12.04156, -0.32921)
H (-10.01051, 12.60339, 0.15998)
C (-6.31838, 8.09979, -2.58308)
C (-6.48720, 9.27472, -1.76562)
O (-6.26427, 10.36580, -2.34015)
N (-7.15060, 9.16367, -0.64687)
C (-7.66461, 10.23533, 0.18201)
H (-6.83983, 7.28006, -2.08888)
H (-5.28709, 7.74743, -2.56404)
H (-6.67014, 8.17001, -3.61237)
H (-7.12859, 8.23410, -0.25252)
H (-7.10175, 10.16442, 1.11274)
H (-8.72275, 10.04811, 0.36477)
H (-7.50071, 11.24558, -0.19301)
C (-5.87727, 12.69671, -1.44888)
C (-4.86523, 13.41710, -0.64676)
O (-4.69743, 14.58265, -0.86332)
N (-4.29340, 12.86706, 0.38955)
C (-4.38409, 11.47985, 0.87833)
H (-6.41618, 12.05227, -0.75435)
H (-5.44434, 12.05247, -2.21415)
H (-6.60840, 13.43580, -1.77643)
H (-3.65706, 13.48039, 0.87843)
H (-4.27511, 11.69551, 1.94122)
H (-3.42822, 11.01526, 0.63631)
H (-5.31171, 10.94103, 0.68525)
C (-9.22680, 11.13203, 4.02063)
C (-8.81436, 10.38485, 2.75023)
O (-8.38434, 10.93186, 1.74366)
N (-9.18542, 9.13959, 2.74645)
C (-9.08272, 8.26505, 1.51847)
H (-8.27643, 11.42518, 4.46669)
H (-9.82207, 10.49229, 4.67216)
H (-9.77480, 12.03586, 3.75438)
H (-9.40080, 8.80454, 3.67460)
H (-8.05603, 7.97724, 1.29220)
H (-9.46078, 8.92581, 0.73836)
H (-9.80946, 7.45827, 1.61347)
C (-9.33436, 4.56632, -5.22887)
C (-9.61205, 5.44354, -4.02935)
O (-10.62508, 5.10872, -3.27807)
N (-8.80118, 6.47693, -3.73096)
C (-8.82448, 7.45546, -2.63523)
H (-9.77190, 4.97595, -6.13928)
H (-9.57555, 3.52802, -5.00116)
H (-8.25144, 4.52810, -5.34690)
H (-8.13190, 6.87915, -4.37156)
H (-9.84405, 7.64498, -2.29956)
H (-8.39208, 8.39613, -2.97620)
H (-8.52627, 6.96167, -1.71038)

Properties
Total charge: 0
E_LUMO in eV: -0.465
E in eV: -74322.701
Energy relative to the best compared isomer or geometry (same formula, charge and spin) in kJ/mol: 6449.7



(6)
A structure of composition C51H71AlN7O12. Source: the Open Molecules 2025 dataset; level of theory: ωB97M-V/def2-TZVPD.

Element x y z (Å)
C (-8.76951, 4.61693, 4.05870)
C (-8.14893, 5.51064, 2.97676)
C (-8.37050, 4.99614, 1.55405)
C (-7.52866, 3.79238, 1.10642)
C (-6.00392, 3.93553, 1.25104)
C (-5.32463, 4.32692, -0.08128)
C (-4.90691, 3.07909, -0.90125)
C (-3.42295, 2.71603, -0.79721)
C (-2.93170, 1.81800, -1.94160)
C (-1.43293, 1.44932, -1.81827)
C (-1.18103, -0.06809, -1.63300)
C (0.05937, -0.63868, -2.35491)
Al (1.00998, -2.13458, -1.39022)
C (1.99066, -1.31654, 0.19834)
C (3.49127, -1.05653, -0.00051)
C (4.31994, -0.99969, 1.30332)
C (4.67292, -2.38082, 1.87949)
N (3.83260, -2.73042, 3.04576)
C (2.34752, -2.95320, -2.70598)
O (2.68509, -4.36173, -2.52199)
C (3.02068, -4.67307, -1.18979)
N (-0.15467, -3.53811, -0.77888)
C (-1.26359, -3.04037, 0.03776)
C (-0.64986, -4.30145, -1.85110)
C (-0.22858, -5.75709, -1.91539)
O (-1.39748, -3.86676, -2.71325)
H (-8.87623, 5.20588, 4.97569)
H (-8.14603, 3.76872, 4.32614)
H (-9.76655, 4.29282, 3.75079)
H (-7.09560, 5.68551, 3.20213)
H (-8.63861, 6.48964, 3.04753)
H (-8.26751, 5.81927, 0.83896)
H (-9.42397, 4.69040, 1.50574)
H (-7.90791, 2.88429, 1.58574)
H (-7.72833, 3.65671, 0.03606)
H (-5.73702, 4.67260, 2.01027)
H (-5.57694, 2.98850, 1.59112)
H (-6.01982, 4.90710, -0.69277)
H (-4.44508, 4.93607, 0.13721)
H (-5.19009, 3.18669, -1.95451)
H (-5.50350, 2.23615, -0.52960)
H (-3.23631, 2.21181, 0.15677)
H (-2.83299, 3.64206, -0.80040)
H (-3.52754, 0.89935, -1.91811)
H (-3.14301, 2.33978, -2.88010)
H (-1.05913, 1.94907, -0.91751)
H (-0.86246, 1.80231, -2.67830)
H (-1.09416, -0.24811, -0.55435)
H (-2.05784, -0.61876, -1.98768)
H (0.80408, 0.15929, -2.48763)
H (-0.22614, -0.98752, -3.35384)
H (1.85138, -1.89621, 1.12242)
H (1.51656, -0.34053, 0.38540)
H (3.97024, -1.81565, -0.63137)
H (3.64306, -0.10854, -0.53098)
H (3.79742, -0.40366, 2.05674)
H (5.26510, -0.49173, 1.07136)
H (4.54264, -3.15121, 1.11633)
H (5.73665, -2.39696, 2.16070)
H (4.15413, -3.59240, 3.46688)
H (3.92680, -1.99666, 3.73534)
H (3.27949, -2.36978, -2.78978)
H (1.88609, -2.89483, -3.70039)
H (2.19883, -5.18841, -0.68526)
H (3.28397, -3.78054, -0.61764)
H (3.88921, -5.34462, -1.18282)
H (-0.90990, -2.26035, 0.71818)
H (-2.08921, -2.60638, -0.54301)
H (-1.69976, -3.85668, 0.63337)
H (0.60223, -5.82957, -2.62483)
H (0.12789, -6.10677, -0.94782)
H (-1.04872, -6.36807, -2.29236)
C (-6.79465, -2.17914, 4.79999)
C (-5.99074, -1.52582, 3.87527)
C (-5.83075, -0.15129, 3.94417)
C (-6.48192, 0.54187, 4.94819)
C (-7.28922, -0.08664, 5.87747)
C (-7.44432, -1.46095, 5.79612)
N (-6.29708, 1.99871, 5.03285)
O (-5.60734, 2.52081, 4.18543)
O (-6.84806, 2.59392, 5.93620)
H (-6.91253, -3.25316, 4.74517)
H (-5.48352, -2.08581, 3.10201)
H (-5.20732, 0.37035, 3.23347)
H (-7.78433, 0.48561, 6.64745)
H (-8.07069, -1.97233, 6.51404)
C (2.13373, -6.22517, 3.63293)
C (1.43933, -7.32266, 4.12887)
C (0.05887, -7.37244, 4.03461)
C (-0.60303, -6.31339, 3.43830)
C (0.06853, -5.21320, 2.94022)
C (1.45147, -5.17100, 3.04217)
N (-2.07081, -6.36885, 3.33433)
O (-2.63218, -7.34082, 3.80199)
O (-2.63693, -5.43957, 2.80498)
H (3.21336, -6.19404, 3.70371)
H (1.97406, -8.14320, 4.58806)
H (-0.49428, -8.21719, 4.41583)
H (-0.45525, -4.39298, 2.47022)
H (1.99073, -4.31677, 2.65018)
C (6.60215, 4.54881, -1.91516)
C (7.08910, 3.88241, -3.03157)
C (6.37962, 2.82387, -3.57344)
C (5.19176, 2.44520, -2.97432)
C (4.70206, 3.07876, -1.84659)
C (5.41667, 4.14420, -1.31949)
N (4.41862, 1.32490, -3.55206)
O (4.88599, 0.75678, -4.51751)
O (3.35851, 1.05756, -3.03415)
H (7.15352, 5.38400, -1.50267)
H (8.02387, 4.18674, -3.48247)
H (6.74674, 2.29151, -4.43758)
H (3.77670, 2.75406, -1.39335)
H (5.04060, 4.66020, -0.44902)
C (7.58952, -4.53889, -2.15042)
C (8.64880, -4.11154, -1.36046)
C (8.92635, -2.75994, -1.24364)
C (8.13139, -1.86305, -1.93199)
C (7.07090, -2.26508, -2.72381)
C (6.80035, -3.61888, -2.82931)
N (8.40863, -0.42557, -1.80646)
O (9.33171, -0.08051, -1.09704)
O (7.69910, 0.32998, -2.43186)
H (7.36894, -5.59529, -2.22823)
H (9.25622, -4.83129, -0.82857)
H (9.74346, -2.40922, -0.63156)
H (6.45885, -1.53743, -3.23698)
H (5.96239, -3.95042, -3.42705)
C (-0.40549, 5.95021, -5.19549)
C (-0.77573, 5.10925, -4.15480)
C (0.05363, 4.95391, -3.05558)
C (1.24479, 5.65250, -3.02698)
C (1.63819, 6.49055, -4.05358)
C (0.80006, 6.63763, -5.14608)
N (2.13262, 5.49323, -1.86706)
O (1.78764, 4.73406, -0.98773)
O (3.17709, 6.10878, -1.87147)
H (-1.05740, 6.06684, -6.05126)
H (-1.70912, 4.56772, -4.19900)
H (-0.21537, 4.29481, -2.24377)
H (2.58144, 7.01315, -4.00064)
H (1.09035, 7.28675, -5.96081)

Properties
Total charge: -1
E_LUMO in eV: 0.971
E in eV: -95624.835